Entry from the Open Molecules 2025 dataset: 2 unconnected molecules or ions with the total composition C18H39N3O6P (wB97M-V/def2-TZVPD).

Charge   +1
E_HOMO   -11.77 eV
LUMO   -2.54 eV

Structure (XYZ):
```
67
Properties=species:S:1:pos:R:3:forces:R:3:lowdin_charge:R:1
P 4.0019 1.3145 -4.5739 -2.6518 5.6454 0.5799 0.5481
O 2.3675 1.3097 -4.5977 0.6007 -0.4554 0.1436 -0.2081
O -1.8444 1.1449 1.1804 -0.2897 0.1717 0.0244 -0.1116
O 4.4088 1.3088 -5.9986 1.2422 -2.8943 0.8908 -0.2074
O 1.5702 0.2646 1.3852 -0.4810 -0.7870 -0.6955 -0.1437
O 4.2017 0.7876 -3.0637 0.8766 -1.8684 -1.6640 -0.2069
O 4.3039 2.8684 -4.1666 0.0264 -0.5126 0.2825 -0.2340
N -4.3910 -1.0143 3.6518 -0.5146 -0.8770 -0.4584 0.0710
N -3.7077 -0.1396 1.5484 0.1751 0.2179 0.3690 0.0571
N -5.1241 -1.7554 1.3931 -0.2481 -0.0989 0.2144 -0.0257
C -2.7885 0.8331 2.1528 0.6991 0.0782 0.0887 -0.1321
C -2.3703 -2.6343 6.2895 -0.1979 0.0811 0.0313 -0.1046
C 4.3778 4.5862 -5.8753 -0.2004 0.0898 0.0632 -0.0719
C -3.9423 -0.3079 0.2059 -0.3756 -0.3494 0.4139 0.0283
C -6.0447 -2.8426 1.7378 0.0743 0.0196 -0.3603 0.0403
C 4.0293 1.5862 -1.8851 0.1874 0.1980 0.8619 -0.2519
C -0.5353 1.3678 1.7199 0.3395 -0.0818 -0.3727 -0.1266
C -4.8415 -1.3245 0.1220 0.5598 0.5025 -0.6746 -0.0012
C 1.7178 -0.9851 -4.0473 0.1608 -0.0047 0.0380 -0.0818
C 2.3385 -1.9776 2.0092 -0.0982 -0.3363 -0.4760 -0.0695
C 5.1742 3.6957 -4.9446 -0.0199 0.2745 -0.3047 -0.2759
C -2.4981 -2.0445 4.8844 0.0563 0.0721 0.0632 -0.2443
C -3.8936 -2.2864 4.2568 0.8581 0.7233 0.8035 -0.1625
C 0.2689 0.0678 1.8910 -0.1714 0.7165 0.9698 -0.2130
C 2.0831 -0.9804 0.8830 0.8765 0.3021 0.6606 -0.2524
C 2.6417 2.1486 -1.6870 -0.2846 0.1586 -0.3745 -0.0744
C -4.4324 -1.0026 2.2678 0.1750 0.4001 -0.3023 -0.2611
C 1.6876 0.1431 -5.0647 -0.1593 -0.2062 -0.0659 -0.2758
H 1.4469 -2.1614 2.6104 0.0476 0.0048 0.0138 0.0594
H 2.1176 -0.1817 -6.0158 0.0095 0.0507 0.0008 0.1135
H -3.8474 -3.0845 3.5176 -0.1420 -0.0462 0.0793 0.1073
H 1.4389 -1.3940 0.1001 -0.1666 0.1067 0.1085 0.1175
H 4.7823 2.3705 -1.8475 -0.0284 0.0438 -0.2674 0.1177
H -6.9544 -2.4555 2.1918 0.0957 0.0076 0.1189 0.1096
H 3.1565 -1.6593 2.6540 -0.1015 0.1193 0.0182 0.0851
H 1.8826 1.3698 -1.7697 0.0358 -0.0399 0.0699 0.0651
H 5.7420 4.3093 -4.2424 -0.0871 -0.0749 0.1268 0.1172
H 1.0908 -1.8146 -4.3772 -0.0003 0.0236 -0.0373 0.0773
H -5.5367 -3.5547 2.3808 -0.1640 0.0190 0.0903 0.0876
H -0.2675 -0.7668 1.4228 0.1221 0.0869 -0.2188 0.1308
H -6.3071 -3.3433 0.8087 -0.0248 -0.0067 0.0602 0.1045
H 2.7330 -1.3611 -3.9057 -0.0288 -0.0392 -0.0145 0.0722
H -3.4676 0.2885 -0.5512 0.0495 -0.0071 0.0554 0.1430
H -2.2923 0.3841 3.0151 -0.3458 -0.2736 0.0228 0.1232
H -2.7150 -3.6691 6.3406 0.1742 -0.0205 -0.0391 0.0783
H 3.8105 5.3213 -5.3016 0.0429 0.0256 -0.0018 0.0748
H -0.0062 1.9767 0.9878 -0.0973 0.0658 0.0588 0.1337
H 1.3645 -0.6380 -3.0751 -0.0644 0.0162 -0.0237 0.0621
H -1.3509 -2.5703 6.6682 0.0074 -0.1209 -0.1098 0.0774
H 0.6565 0.4420 -5.2535 0.0527 0.1346 0.0031 0.1170
H -2.9891 -2.0534 6.9794 -0.0375 -0.0912 -0.0273 0.0802
H 0.3480 -0.1409 2.9677 -0.0977 -0.2487 -0.0964 0.1216
H 2.4105 2.9142 -2.4257 0.0339 -0.0309 -0.0399 0.0738
H -2.3704 -0.9637 4.9795 0.0146 -0.0277 -0.1030 0.0953
H 3.0482 -0.7393 0.4347 -0.1362 0.0810 -0.1557 0.1116
H -4.5470 -2.5588 5.0864 -0.2746 -0.1172 -0.3104 0.1228
H -5.2702 -0.7118 4.0530 0.0284 0.0357 0.0375 0.1467
H 5.8945 3.0935 -5.4954 -0.1217 -0.1134 -0.0409 0.1064
H 2.6231 -2.9304 1.5542 0.0314 0.0027 0.1194 0.0832
H 5.0374 5.1177 -6.5622 0.0135 0.0015 0.0221 0.0790
H 4.2537 0.9129 -1.0551 0.0405 -0.1956 -0.2017 0.1091
H 3.6565 4.0115 -6.4558 0.1452 -0.1284 -0.0582 0.0764
H 2.5605 2.6069 -0.6999 0.1625 -0.1117 0.0564 0.0812
H -5.2347 -1.7229 -0.7978 -0.2711 -0.3259 0.2939 0.1397
H -1.6978 -2.3963 4.2274 -0.0819 -0.0880 0.0083 0.1025
H -3.3482 1.7013 2.5172 -0.0610 0.0332 -0.2896 0.1562
H -0.6111 1.9198 2.6597 0.0098 0.0696 -0.0788 0.1312
```
Forces are in eV/Å.



Entry from the Open Molecules 2025 dataset: a molecular structure, C18H39NO2 (wB97M-V/def2-TZVPD).

Charge   0
E_HOMO   -8.72 eV
Energy above the lowest of the compared OMol25 structures with the same formula, charge and spin   454.2 kcal/mol
LUMO   0.73 eV

Structure (XYZ):
```
60
Properties=species:S:1:pos:R:3:forces:R:3:lowdin_charge:R:1
O -6.3659 3.9303 1.2758 1.3417 0.5811 0.0020 -0.2083
O -3.7105 4.5683 2.3129 -2.0292 3.7162 3.8003 0.0745
N -3.9451 2.7714 -0.0805 6.9991 -11.0647 6.3074 0.1187
C -4.3353 2.3222 1.4364 -2.9449 0.9140 -4.4722 -0.1444
C 2.3570 -0.2495 -1.8810 -3.9627 -0.0249 -0.8894 -0.2894
C 0.1547 -1.3982 -0.9497 3.5753 3.5626 4.3762 -0.1574
C -1.7251 -0.4412 1.7140 -4.8463 4.0308 1.1180 -0.1794
C 5.8242 -1.2442 -2.4777 7.0608 4.6091 0.0555 -0.3424
C -0.3507 -2.5325 -0.0518 1.6199 2.9939 4.4914 -0.1719
C 6.4724 -2.7792 -4.3893 1.1874 -1.4093 -1.2478 -0.1617
C -1.8712 -2.3087 0.2996 7.9137 -8.1352 10.2236 -0.2225
C 4.4341 -1.3768 -2.4849 -5.1333 -1.5136 -0.5355 -0.2713
C 3.7440 -0.0545 -2.0462 -3.0101 -13.5866 12.0209 -0.1822
C -2.2040 -1.9459 1.7093 1.4645 5.4278 1.7469 -0.1791
C 6.6281 -2.3914 -2.9690 5.4921 -2.7557 2.6060 -0.3592
C -3.5574 3.2944 2.4278 -1.9082 -9.2066 1.6113 -0.4622
C -1.6911 1.6484 3.4458 3.3534 3.6702 -9.4239 -0.1707
C -6.0869 2.4074 1.3568 10.9609 10.5931 12.9330 -0.0329
C 1.9175 -1.3167 -0.8966 -5.4046 -0.5114 -5.2273 -0.1247
C -2.1551 2.7789 2.2576 -0.0531 0.3903 7.4799 -0.0816
C -2.2273 0.4680 2.9922 1.3509 -9.0506 1.9439 -0.2786
H -3.2778 -1.8217 1.8017 -0.2991 -0.8743 0.4626 0.1053
H -2.2584 -3.2408 0.4224 -1.1887 -3.5051 -1.2697 0.0792
H -1.6400 -2.3401 2.6902 -1.4483 -0.1429 -2.7189 0.1679
H 4.1869 0.5713 -2.4340 6.9409 11.9870 -7.2356 -0.0204
H 3.8645 -1.5919 -3.4671 1.5839 0.0454 0.7346 0.1525
H -1.6285 3.5978 2.6142 1.5990 1.9327 0.4321 0.0892
H -4.2845 3.5410 -0.1103 -6.0801 11.5328 -1.9280 -0.0979
H 1.8677 -0.2943 -2.8546 -0.1270 -1.2881 -0.5315 0.1250
H -4.0758 1.2460 1.5814 0.0100 1.1514 -0.0668 0.1040
H -1.8264 -0.2286 3.8886 -1.0783 0.3461 -1.4260 0.1507
H -6.0812 2.3153 2.5901 -1.4093 -0.7879 -3.0469 0.1461
H 6.3398 -0.8342 -1.4216 -1.8706 -1.4429 -2.2112 0.1757
H -1.7087 2.5122 1.4302 1.1885 -1.4377 -4.8652 0.0485
H -2.2155 0.2747 0.8431 1.9457 -2.3329 1.3137 0.1577
H -0.0170 -3.4283 -0.4691 -0.2201 -1.7885 -0.7038 0.0607
H -1.9920 2.0306 4.2513 -2.5767 2.5191 6.7535 0.0363
H -6.5720 1.8351 0.8439 -5.6303 -5.9356 -6.1383 -0.0158
H -0.2111 -1.5451 -1.9222 -0.3069 0.3058 -1.4920 0.0796
H 1.8983 -2.2719 -1.3236 1.7708 -1.8199 0.0162 0.0708
H -3.9974 2.9448 3.4659 1.0895 0.8101 -1.5101 0.1882
H -2.2085 -1.9307 -0.4190 -5.8887 6.6355 -9.9442 -0.0044
H 7.0505 -3.7194 -4.7392 -0.9522 1.3906 0.9932 0.1071
H -4.2012 2.0140 -0.6049 -1.1525 -1.2351 -2.1418 0.0338
H -3.2516 0.3672 3.1359 -2.0883 0.0295 -0.0421 0.0747
H 6.7830 -1.9915 -5.1097 -0.6665 -0.2219 0.6026 0.0897
H 0.4011 -2.5712 1.1693 -2.2388 0.3278 -3.5933 0.2045
H 6.2368 -0.2713 -3.1234 -1.3188 -2.1603 1.0521 0.1703
H 5.4587 -2.9836 -4.3170 -2.3268 -0.6398 -1.8543 0.0255
H -5.6646 4.6580 1.7314 -2.3409 -4.0357 -1.4445 0.1632
H 1.7457 0.5597 -1.5987 0.0487 2.1099 1.0247 0.0928
H -3.5188 4.7211 1.4665 1.4587 2.0228 -5.4872 0.0472
H -0.7187 -0.4263 1.9019 2.8526 0.3498 -0.8350 0.0568
H 2.1566 -1.1719 0.0642 1.1736 0.2383 3.4568 0.0590
H 0.0130 -0.2756 -0.4708 -0.7769 -2.8702 -1.4989 0.1437
H 6.5276 -3.3580 -2.1661 -0.0542 2.3578 -2.3538 0.1668
H 4.2138 -2.3436 -1.8905 -0.2305 1.7269 -0.3587 0.1485
H 4.0724 -0.1034 -0.8625 -0.0281 0.9983 -2.4466 0.1801
H -0.6010 1.6481 3.4045 0.0978 0.0458 0.1294 0.1288
H 7.8278 -2.2441 -2.9938 -2.4882 0.4251 1.2523 0.1350
```
Forces are in eV/Å.



Entry from the Open Molecules 2025 dataset: a single C18H39NO2 molecule (wB97M-V/def2-TZVPD).

Charge   0
Structure (SMILES)   CCCCCCCCCCCCCCC[C@@H](O)[C@@H](N)CO
E_HOMO   -9.22 eV
Energy above the lowest of the compared OMol25 structures with the same formula, charge and spin   3.3 kcal/mol
LUMO   0.80 eV

Structure (XYZ):
```
60
Properties=species:S:1:pos:R:3:forces:R:3:lowdin_charge:R:1
O -3.4065 -2.3204 1.2839 -0.3455 -0.1133 0.0851 -0.0179
O -1.2475 -4.4321 1.7272 0.1538 0.1039 0.4179 -0.0537
N -0.0869 -2.4253 -0.2818 0.2445 0.0262 -0.0432 0.0642
C -2.1607 -1.8426 0.8230 0.5900 0.2837 -0.4879 -0.3630
C 0.8108 2.3002 0.7577 0.3521 0.1636 -0.0910 -0.2127
C -1.4719 -2.8421 -0.1365 -0.1739 -0.3926 0.4421 -0.3357
C 0.7473 2.1123 -2.3244 0.0060 0.3292 0.0628 -0.2125
C 1.2549 3.4352 -0.1664 -0.0706 -0.1144 -0.0519 -0.2122
C -3.3318 -0.2912 -0.8686 0.1111 0.2183 0.1601 -0.2015
C -3.0844 0.9417 -1.7423 0.0111 -0.3029 -0.1038 -0.2035
C 1.9039 1.2713 1.0361 -0.4265 0.0108 0.2010 -0.2107
C 4.6434 -1.6741 3.1908 -0.0467 0.2497 0.0143 -0.1184
C -2.2374 -0.4480 0.1899 -0.2051 -0.2825 0.1248 -0.1562
C 2.4320 -0.9199 2.2376 -0.0716 0.3242 0.2258 -0.2386
C -1.6292 -4.2905 0.3828 -0.2756 0.2573 -0.5372 -0.2292
C 3.7244 -0.4873 2.9267 -0.0549 -0.3047 -0.1297 -0.2748
C -1.5169 1.9576 -3.4838 0.0296 -0.0463 0.1422 -0.2085
C 1.7306 2.9941 -1.5535 -0.0887 -0.0848 0.0772 -0.2136
C -2.0307 0.6789 -2.8188 -0.1164 0.2826 -0.0261 -0.2105
C 1.4337 0.2210 2.0407 0.2704 -0.1416 -0.2279 -0.2138
C -0.5909 2.7952 -2.5990 0.0731 -0.2626 -0.1763 -0.2107
H -3.3718 -1.1721 -1.5147 -0.0794 -0.0793 -0.0552 0.1080
H -0.9764 1.6876 -4.3944 -0.0163 0.0625 -0.0763 0.1080
H -1.8961 -3.9585 2.2620 -0.0220 -0.0926 -0.0121 0.0812
H -2.7706 1.7662 -1.1009 -0.0302 0.1023 0.0569 0.1050
H 4.9096 -2.1646 2.2567 0.0575 -0.0971 -0.0738 0.0706
H 4.1515 -2.4036 3.8309 -0.0131 -0.1128 0.0594 0.0699
H 1.2369 0.6995 3.0033 -0.0872 0.0154 0.0581 0.1164
H -0.4012 3.7476 -3.1009 -0.0064 0.0869 0.0720 0.1162
H -2.3740 2.5682 -3.7796 -0.0284 -0.0036 -0.0994 0.1096
H -1.0910 3.0172 -1.6564 -0.0373 0.1252 0.0836 0.0952
H 1.9372 3.8926 -2.1415 0.0866 -0.0118 -0.0411 0.1088
H -4.0373 -2.2703 0.5574 -0.0455 -0.0156 0.0346 0.0914
H -1.2594 -0.2640 -0.2538 0.0484 0.1044 0.0282 0.0843
H 0.4925 -0.2004 1.6803 -0.1169 0.0423 0.0188 0.0859
H 2.6728 2.4517 -1.4512 0.0827 0.0418 -0.0387 0.1030
H 0.4245 4.1357 -0.2784 0.0183 0.0949 0.0278 0.1026
H 0.3775 -2.9978 -0.9791 0.0204 0.0691 0.0778 0.0815
H 2.6716 -1.3574 1.2653 -0.0026 -0.1049 -0.0652 0.1093
H 0.3975 -2.5747 0.5990 0.0526 -0.0376 -0.0302 0.0717
H -2.6655 -4.6237 0.2364 0.1114 -0.0009 -0.0127 0.1164
H -0.9717 -4.9517 -0.1901 -0.0920 0.0705 -0.0192 0.1199
H -1.5380 -1.7730 1.7237 -0.0015 -0.0342 -0.1134 0.1431
H 4.2495 0.2381 2.3033 -0.0009 0.1038 0.0399 0.1009
H 1.2061 1.8441 -3.2801 -0.0166 -0.1045 -0.0166 0.1167
H -4.0171 1.2407 -2.2262 0.0095 0.0991 -0.0045 0.1134
H -0.0567 1.7955 0.3307 -0.1449 -0.0659 0.0147 0.0886
H -2.4043 0.2901 0.9769 0.0464 0.0728 0.0030 0.1249
H 1.9601 -1.6981 2.8438 0.0165 -0.1128 -0.0224 0.1106
H -2.4719 0.0377 -3.5864 0.0191 -0.0931 0.0370 0.1137
H 2.0729 3.9801 0.3125 -0.0345 0.0828 0.0361 0.1089
H -4.3014 -0.1901 -0.3739 -0.0340 -0.0978 -0.0200 0.1125
H 2.1811 0.7672 0.1092 0.1110 -0.0361 -0.0907 0.1119
H -1.1916 0.1325 -2.3884 0.0690 -0.1341 0.0087 0.0946
H 5.5587 -1.3496 3.6807 0.1202 -0.0632 0.0436 0.0660
H -1.9396 -2.7904 -1.1268 -0.0479 0.0036 0.0440 0.1404
H 2.7875 1.7855 1.4186 0.1175 0.0207 -0.0538 0.1130
H 3.4809 0.0002 3.8737 -0.0094 0.1043 0.0026 0.1108
H 0.5879 1.1878 -1.7702 0.0067 -0.1648 -0.0017 0.0922
H 0.4932 2.7401 1.7073 -0.0929 -0.0435 0.0220 0.1163
```
Forces are in eV/Å.



| no. | orbital gap (eV) | electronic energy (eV) |
| --- | --- | --- |
| 1 | 9.24 | -45336.853 |
| 2 | 9.45 | -24865.071 |
| 3 | 10.02 | -24884.624 |